1.
Computed, not measured: C11H10ClNO2SW as an isolated structure, with ωB97M-V/def2-TZVPD.

Geometry as XYZ:
```
27
Properties=species:S:1:pos:R:3:forces:R:3
Cl -2.377131 -1.146851 -0.209229 0.58 0.48 0.16
C 0.873986 -1.339078 -1.668040 0.38 -0.23 -1.07
C 1.605698 -0.127556 -1.457681 0.40 -0.49 -1.17
C 0.800940 0.960702 -1.925034 -0.52 0.07 -0.28
H 2.644941 -0.069697 -1.158370 -0.12 -0.02 0.13
C -0.464078 0.443392 -2.346688 0.67 0.21 -0.79
C -0.391713 -0.987207 -2.215100 0.86 -0.24 -1.24
H -1.128667 -1.672799 -2.615943 -0.02 0.03 0.49
H 1.242403 -2.343035 -1.487929 -0.08 0.13 0.00
H 1.071483 2.011258 -1.957493 0.03 -0.13 0.17
C -1.622611 1.240254 -2.847589 -0.27 0.11 0.01
W -0.208102 -0.094583 -0.170056 -1.95 1.45 2.67
C 1.396750 0.841113 0.973609 3.86 1.27 2.76
C -0.143247 -1.508753 1.309346 -0.28 -4.49 5.30
O 2.272214 1.230194 1.627394 -3.78 -1.49 -2.82
O -0.206798 -2.263254 2.197612 0.44 3.30 -4.12
H -1.654063 2.218769 -2.362573 0.09 0.01 -0.20
H -2.567144 0.731120 -2.643165 0.09 -0.05 -0.09
H -1.559712 1.409333 -3.928536 0.10 -0.10 0.15
S -3.133540 2.914963 1.823930 1.53 -0.96 0.16
C -2.034221 2.331422 3.062932 0.31 -0.40 -0.88
C -1.059957 1.527357 2.532700 -1.00 0.56 -0.64
N -1.178139 1.363855 1.137766 -1.62 1.06 -0.27
C -2.237002 2.067925 0.640043 0.65 -0.52 1.43
H -2.136545 2.575155 4.110701 -0.16 0.13 -0.11
H -0.268368 1.020816 3.087478 -0.33 0.23 -0.18
H -2.544876 2.021487 -0.405183 0.16 0.07 0.42
```
Forces are in eV/Å.

expectation value of S²	2.0139
Kohn-Sham gap (spin up / spin down)	0.3238 / 0.2481	hartree
ΔE to the lowest compared entry with this formula, charge and spin	0.0	kcal/mol
net charge	+2
highest occupied orbital energy (spin up / spin down)	-0.62954 / -0.62848	Eh
2S+1	3

2.
Computed, not measured: C14H14AsCl3F6GeIN2O9P2Sr as an isolated structure, with ωB97M-V/def2-TZVPD.

Geometry as XYZ:
```
54
Properties=species:S:1:pos:R:3:forces:R:3
Sr 0.253377 1.026963 -0.444401 -0.14 0.19 0.06
C -1.516043 5.043407 2.398591 -0.01 0.01 0.03
C -1.901278 3.730396 2.975857 0.03 -0.05 -0.10
N -2.466046 3.673360 4.164301 -0.02 0.01 0.02
C -2.803759 2.476982 4.650819 0.01 -0.02 -0.02
C -2.603203 1.234272 3.999615 -0.01 0.02 0.05
C -3.109415 -0.013239 4.686737 0.01 0.01 -0.02
O -4.339389 0.210915 5.357434 -0.01 0.00 0.00
C -1.984451 1.243513 2.781697 0.04 -0.02 -0.03
C -1.687747 0.058694 1.928087 0.00 0.04 0.01
N -0.990841 -0.959438 2.218258 0.04 0.03 -0.02
C -0.416505 -1.177241 3.484090 -0.05 -0.03 0.04
C -0.886972 -2.294866 4.181106 0.02 -0.01 0.01
C -0.408106 -2.611098 5.436339 0.02 -0.01 0.00
C 0.589769 -1.836149 6.014033 -0.01 0.00 -0.01
C 1.115484 -0.768657 5.309051 0.00 0.01 -0.03
C 0.624683 -0.441574 4.048291 0.01 -0.03 0.02
I 1.613671 1.088383 3.026673 -0.06 0.01 -0.10
C -1.614030 2.522454 2.201661 -0.18 -0.02 0.13
O -1.069256 2.604014 1.089211 0.09 0.01 0.07
H -2.013601 5.840868 2.943993 0.02 0.01 -0.01
H -1.750584 5.083785 1.335842 -0.02 0.00 0.00
H -0.433194 5.175958 2.478991 0.00 -0.01 0.00
H -3.281300 2.475890 5.623029 -0.01 -0.01 0.00
H -2.397473 -0.325400 5.452514 -0.01 0.00 0.00
H -3.191146 -0.831483 3.967765 0.00 0.02 0.00
H -5.036723 0.301481 4.699821 0.00 0.00 0.00
H -2.075682 0.102609 0.904129 -0.05 -0.04 0.01
H -1.641157 -2.905720 3.701855 0.00 0.00 -0.01
H -0.801039 -3.474040 5.957391 0.00 0.00 0.00
H 0.980387 -2.077985 6.993263 0.00 0.00 0.00
H 1.924369 -0.185591 5.728065 0.00 -0.01 0.01
O -2.219815 -0.726154 -3.802424 0.03 0.04 0.12
P -1.409725 -0.737067 -2.453053 -0.39 0.21 -0.12
O -2.059346 -0.014952 -1.317094 0.35 -0.12 0.07
O -1.033699 -2.186290 -2.151121 0.19 -0.10 -0.02
O -0.036699 0.023699 -2.808227 -0.01 0.19 -0.01
P -0.039649 1.591964 -3.492955 0.06 -0.06 0.00
O 1.555060 1.704705 -3.636585 0.02 0.12 0.16
O -0.756688 1.455049 -4.773214 -0.04 0.01 -0.02
O -0.485915 2.493503 -2.388521 0.14 -0.34 0.07
H -1.913477 0.024310 -4.369992 0.02 0.00 -0.02
H 1.963657 1.842838 -2.675340 -0.10 -0.05 -0.18
F 0.717146 -1.422083 -0.473590 -0.12 -0.09 -0.16
As 2.784262 0.014041 -4.745125 0.09 -0.07 0.03
F 3.804795 -1.191819 -5.446654 -0.04 -0.02 0.04
F 1.829448 0.191131 -6.231536 0.02 0.08 0.02
F 3.804899 1.327059 -5.129569 -0.03 0.02 0.00
F 2.186421 1.873408 -1.216672 0.12 0.04 -0.24
F 3.489643 -0.179010 -3.129723 0.05 -0.04 -0.03
Cl 2.482279 -3.577889 -0.546826 0.07 -0.02 0.08
Ge 0.592606 -2.925582 -1.490850 -0.19 -0.01 0.09
Cl 1.344286 -3.072373 -3.510725 0.03 0.04 -0.01
Cl -0.582085 -4.584339 -0.732283 0.05 0.03 0.03
```
Forces are in eV/Å.

Kohn-Sham gap (spin up / spin down)	0.1835 / 0.3229	hartree
ΔE to the lowest compared entry with this formula, charge and spin	81.3	kcal/mol
net charge	-1
highest occupied orbital energy (spin up / spin down)	-0.23706 / -0.28186	Eh

3.
Computed, not measured: a 2-piece molecular cluster, CHClN2 overall, with ωB97M-V/def2-TZVPD.

Geometry as XYZ:
```
5
Properties=species:S:1:pos:R:3:forces:R:3
C -1.495844 -1.197356 0.048819 5.46 2.60 1.60
N -2.552141 -1.613279 -0.009023 -1.70 -0.74 -0.29
N 0.282581 -0.493633 0.630820 -3.27 -0.82 -2.26
Cl 1.390446 -1.601286 -0.075049 0.07 0.10 0.18
H 0.362571 0.340233 -0.026659 -0.57 -1.13 0.77
```
Forces are in eV/Å.

Kohn-Sham gap	0.3470	hartree
ΔE to the lowest compared entry with this formula, charge and spin	56.3	kcal/mol
net charge	0
highest occupied orbital energy	-0.41809	Eh

4.
Computed, not measured: one molecule with the formula C21H31BrN4O2, with ωB97M-V/def2-TZVPD.

Geometry as XYZ:
```
59
Properties=species:S:1:pos:R:3:forces:R:3
C -2.349904 7.039134 1.012258 -0.01 0.06 0.01
C -2.290277 5.524451 0.931606 -0.05 -0.03 -0.07
N -2.144816 4.902662 2.236386 -0.04 0.03 0.01
C -3.334761 5.039821 3.066974 0.01 0.08 0.00
C -3.093696 4.064791 4.210921 0.00 -0.03 -0.01
C -2.248447 2.941792 3.573365 -0.19 0.10 0.01
C -1.862847 3.470504 2.178948 -0.09 -0.11 -0.06
C -0.406680 3.242967 1.817415 0.12 0.08 0.04
N -0.060372 1.844418 1.618332 -0.12 -0.20 -0.07
C -0.952503 0.695968 1.731472 0.17 0.19 0.03
C -0.127591 -0.460888 1.137574 -0.24 -0.09 0.02
C -0.411221 -1.760063 1.873093 0.22 -0.08 -0.09
O -0.333093 -1.831838 3.081342 -0.09 -0.02 0.09
N -0.696175 -2.819860 1.059023 0.08 0.07 -0.04
C -1.017222 -4.141523 1.441642 -0.01 0.12 0.10
C -1.617203 -4.440696 2.650384 -0.08 0.01 0.07
C -2.008822 -5.738155 2.942689 -0.05 -0.10 0.06
C -1.802226 -6.721651 1.997870 0.01 0.09 0.03
Br -2.356926 -8.495079 2.356386 -0.01 -0.05 0.00
C -1.177534 -6.449752 0.793973 0.00 -0.10 -0.03
C -0.752067 -5.155541 0.508180 0.08 -0.17 0.03
N -0.122081 -4.821717 -0.681980 -0.15 0.21 -0.22
C 0.202373 -5.802106 -1.705507 0.09 -0.12 -0.04
C 1.392081 -6.683310 -1.328788 0.02 -0.04 0.04
C 0.460921 -5.069382 -3.011334 -0.02 0.05 -0.09
C 1.326761 -0.012032 1.292513 0.03 0.21 -0.20
C 1.236509 1.502930 1.421357 0.06 -0.17 0.04
O 2.163634 2.282691 1.363914 0.09 0.10 -0.02
H -2.372410 7.473866 0.012122 -0.01 -0.02 0.01
H -3.239613 7.382446 1.541046 0.01 0.00 -0.01
H -1.472828 7.421049 1.534898 0.00 0.01 0.01
H -3.196211 5.138615 0.425665 0.04 0.01 0.01
H -1.438926 5.239613 0.313940 0.01 0.00 -0.01
H -3.449363 6.068211 3.409627 -0.01 -0.02 0.00
H -4.247254 4.776877 2.498660 0.06 -0.06 0.02
H -2.546594 4.562436 5.010362 0.05 -0.03 -0.01
H -4.026024 3.693436 4.633654 0.00 0.00 0.01
H -1.361907 2.725313 4.169327 0.03 -0.02 -0.01
H -2.824158 2.021238 3.489512 0.04 -0.04 0.02
H -2.508650 2.991163 1.415005 0.04 0.08 0.06
H -0.150162 3.788219 0.906486 0.01 -0.02 0.02
H 0.222280 3.658688 2.609984 -0.03 -0.01 0.00
H -1.191149 0.483864 2.774212 -0.03 -0.04 0.03
H -1.877462 0.858463 1.179877 -0.03 -0.03 -0.02
H -0.374210 -0.567133 0.078370 0.04 0.06 0.00
H -0.717392 -2.638954 0.067801 -0.11 0.01 0.01
H -1.790349 -3.657952 3.370882 0.02 0.07 -0.02
H -2.480791 -5.969151 3.886638 0.01 0.00 -0.01
H -1.012299 -7.254951 0.094915 0.02 0.01 -0.01
H 0.564525 -4.085813 -0.604899 0.07 -0.05 0.08
H -0.681252 -6.429632 -1.843129 -0.02 0.02 0.03
H 1.586202 -7.428869 -2.101895 -0.02 0.02 0.00
H 2.291136 -6.072475 -1.215285 -0.01 0.01 -0.02
H 1.224457 -7.207000 -0.388177 0.01 0.01 0.01
H 0.664824 -5.778548 -3.813342 0.03 0.00 0.00
H -0.401110 -4.465757 -3.295631 0.01 0.00 0.01
H 1.329469 -4.410035 -2.922584 -0.01 -0.02 0.02
H 1.797500 -0.423293 2.185003 -0.04 0.02 0.07
H 1.948712 -0.251967 0.430946 0.00 -0.07 0.06
```
Forces are in eV/Å.

Kohn-Sham gap	0.3119	hartree
ΔE to the lowest compared entry with this formula, charge and spin	4.9	kcal/mol
net charge	0
highest occupied orbital energy	-0.29969	Eh

5.
Computed, not measured: C18H43F6HgNO6S2Si2 as an isolated structure, with ωB97M-V/def2-TZVPD.

Geometry as XYZ:
```
79
Properties=species:S:1:pos:R:3:forces:R:3
O -0.096580 -1.831348 1.265971 -1.26 -3.44 -1.84
O -2.555780 -0.583348 -3.270729 0.06 -0.13 -0.40
C 0.781820 -2.601348 0.425471 0.66 -0.57 -0.38
C 1.318520 -3.904148 1.036671 -0.49 0.35 0.12
H 1.631720 -1.976948 0.169971 -0.10 0.38 0.28
H 0.297520 -2.814348 -0.525229 -0.34 0.01 0.00
H 1.792720 -3.719148 1.995771 0.08 0.08 0.17
H 2.065520 -4.353348 0.382671 -0.03 0.16 -0.13
H 0.531420 -4.642548 1.182871 -0.04 -0.06 0.00
C -1.250280 -2.550448 1.718871 -0.72 -0.85 0.04
C -2.207980 -3.095348 0.657671 0.35 0.34 -0.10
H -1.813480 -1.872548 2.350971 0.02 0.32 0.09
H -0.940680 -3.380648 2.350071 0.27 -0.08 0.10
H -2.711680 -2.281248 0.150171 -0.01 0.17 -0.27
H -2.983980 -3.701448 1.124171 0.10 -0.01 0.21
H -1.707880 -3.720148 -0.079729 0.04 -0.03 -0.03
C -3.563580 0.396652 -3.530329 -0.30 -0.22 0.50
C -2.419780 -1.606248 -4.259529 -0.55 -0.12 0.10
C -4.763580 0.172452 -2.607929 0.10 0.03 -0.20
H -3.870580 0.421852 -4.577929 0.05 -0.28 -0.13
H -3.152980 1.383952 -3.325229 0.30 0.02 0.09
H -5.227380 -0.797548 -2.777429 0.01 -0.04 -0.05
H -5.521280 0.939552 -2.762929 -0.03 0.09 -0.05
H -4.453480 0.217152 -1.564729 0.09 0.00 0.01
C -3.677280 -2.467648 -4.446029 0.18 0.26 0.03
H -1.600280 -2.254648 -3.954729 0.09 0.15 0.30
H -2.117780 -1.172648 -5.213129 -0.06 0.20 -0.19
H -4.004380 -2.901048 -3.502129 0.06 0.02 0.10
H -3.480980 -3.288348 -5.135729 0.10 0.02 -0.06
H -4.503980 -1.889148 -4.856629 -0.03 0.04 -0.01
H -0.422880 1.012252 -2.394329 0.14 -0.84 0.45
Hg 0.353920 -0.084248 2.298271 3.68 1.34 -4.30
C 0.067720 1.962752 -2.435529 -0.21 0.70 -1.78
Si 1.068920 2.206352 -4.023129 0.08 0.02 -0.12
H -0.758680 2.656652 -2.504129 -0.30 0.51 0.04
H 0.656520 2.276652 -1.611429 0.46 -0.28 1.11
C 1.917420 0.632452 -4.589129 -0.09 0.03 0.07
C 2.397820 3.497552 -3.773129 -0.04 -0.03 0.13
C -0.005180 2.860652 -5.415029 -0.07 -0.13 0.09
C 2.380920 -0.001248 1.835171 1.74 0.22 -0.15
Si 3.760520 0.984652 2.687371 -0.42 -0.37 -0.32
H 2.628020 -0.065548 0.777271 -0.04 0.11 -0.19
H 2.378320 -1.024948 2.193571 1.22 -0.64 0.14
C 4.504720 2.234052 1.507971 -0.12 0.04 -0.10
C 5.162620 -0.186848 3.100671 0.09 -0.04 0.05
C 3.255320 1.877052 4.243171 -0.08 0.01 -0.06
H 0.603020 3.166252 -6.265329 0.10 0.01 -0.05
H -0.576880 3.728852 -5.089029 -0.05 0.08 0.03
H -0.707980 2.112852 -5.770829 -0.20 -0.14 -0.07
H 2.703520 0.336352 -3.896329 0.05 -0.05 0.11
H 2.381420 0.771652 -5.564429 0.04 0.07 -0.10
H 1.214220 -0.192148 -4.675029 -0.11 -0.16 0.01
H 2.947420 3.320952 -2.852929 0.15 0.02 0.17
H 1.967720 4.495252 -3.725129 -0.05 0.16 0.07
H 3.113220 3.489852 -4.594129 0.04 -0.03 -0.11
H 5.349720 -0.876148 2.278371 0.02 -0.07 -0.08
H 4.958420 -0.773448 3.992771 -0.09 -0.16 0.12
H 6.083720 0.364152 3.284671 0.12 0.08 0.03
H 2.938520 1.181352 5.015871 -0.16 -0.08 0.12
H 2.438020 2.567652 4.043871 -0.17 0.03 0.04
H 4.083120 2.458552 4.645271 0.16 0.04 0.01
H 5.383820 2.702552 1.948671 0.09 0.00 0.11
H 3.809820 3.031652 1.258571 -0.16 0.11 -0.09
H 4.820620 1.757752 0.580871 0.02 -0.05 -0.12
F -2.557480 3.957052 2.604171 -0.64 -2.36 1.59
C -2.968180 2.888252 3.376271 -3.06 2.03 0.04
F -3.297780 3.335652 4.643371 0.73 -0.97 -2.66
F -4.072880 2.296652 2.797071 1.89 1.11 0.97
S -1.626880 1.675452 3.499771 9.81 -3.96 3.47
O -0.884680 1.404252 2.175171 -6.90 4.64 0.76
O -0.497080 2.192852 4.407471 -4.64 0.03 -2.35
N -2.089380 0.073152 4.142871 -0.21 -0.27 -0.55
S -0.765180 -0.731548 5.025171 2.91 11.83 2.01
O 0.498220 -0.456348 4.205471 -1.93 -3.96 6.12
O -0.529580 0.123652 6.280371 -1.60 -4.52 -2.64
C -0.933080 -2.501748 5.404571 -0.88 -3.57 0.72
F -0.830880 -2.699548 6.768171 -0.16 0.54 -3.01
F -2.163780 -2.954448 4.969071 2.11 0.66 0.75
F 0.067520 -3.211448 4.766371 -1.90 1.42 1.23
```
Forces are in eV/Å.

Kohn-Sham gap	0.2256	hartree
net charge	0
highest occupied orbital energy	-0.29551	Eh

6.
Computed, not measured: an isolated ion of composition C5H7N2 and charge +1, with ωB97M-V/def2-TZVPD.

Geometry as XYZ:
```
14
Properties=species:S:1:pos:R:3:forces:R:3
C 2.813224 2.250273 0.641840 0.56 1.09 -1.06
C 1.936281 1.489813 0.336252 -2.41 -1.33 -0.03
C 0.778170 0.598877 0.067808 -1.35 1.88 0.44
N -0.525082 0.581296 0.732461 5.47 -0.71 -2.50
C -1.047153 -0.718979 0.268170 -4.44 -1.50 3.39
C -0.154125 -1.266739 -0.777544 -3.77 -2.87 -0.83
N 0.727385 -0.251849 -0.946853 3.60 0.72 -2.96
H 3.565897 3.055207 0.572785 -0.63 -1.03 0.62
H -0.718623 1.267002 1.467230 -0.16 -1.00 -0.17
H -2.128267 -0.721127 0.069455 0.31 1.10 -1.15
H -1.243209 -1.474343 1.068973 1.36 0.65 0.23
H 0.434335 -2.135657 -0.469482 -0.51 -0.32 0.13
H -0.742978 -1.547685 -1.739374 1.09 0.54 1.47
H 1.214100 -0.634521 -1.845049 0.87 2.78 2.43
```
Forces are in eV/Å.

Kohn-Sham gap	0.3347	hartree
ΔE to the lowest compared entry with this formula, charge and spin	114.7	kcal/mol
net charge	+1
highest occupied orbital energy	-0.51869	Eh

Going through the records in order, we get calculated total energy values of -1555.2630, -8632.8923, -608.2420, -3762.3809, -3345.4827, -303.8362 hartree.